# C32H66F3N2O8P

8 unconnected molecules or ions with the total composition C32H66F3N2O8P in a non-equilibrium geometry (ωB97M-V with the def2-TZVPD basis set, the Open Molecules 2025 dataset).

Last column: Löwdin charge in e.
CARTESIAN COORDINATES (ANGSTROEM)
C -0.141 -0.291 3.120  -0.105
C 0.406 -0.037 1.726  -0.273
C 0.514 -1.329 0.911  -0.258
C 0.598 -1.033 -0.600  -0.281
P 1.637 -2.297 -1.514  0.820
N 0.111 -3.298 -1.837  -0.177
C 1.758 -2.047 -3.339  -0.306
C 3.133 -2.018 -4.001  -0.133
C 2.388 -3.829 -0.763  -0.233
C 1.574 -5.084 -0.696  -0.324
N 1.808 -6.070 -1.455  0.102
C 3.182 -1.232 -1.040  -0.210
C 4.549 -1.831 -0.684  -0.337
O 5.282 -2.353 -1.758  0.004
C 5.445 -0.709 -0.136  -0.555
F 4.948 -0.215 1.026  0.123
F 6.691 -1.178 0.143  0.126
F 5.595 0.319 -1.003  0.137
H -1.174 -0.626 3.050  0.074
H 0.440 -1.040 3.652  0.071
H -0.154 0.631 3.697  0.065
H -0.239 0.642 1.178  0.088
H 1.404 0.397 1.772  0.108
H 1.361 -1.932 1.244  0.095
H -0.380 -1.931 1.082  0.107
H -0.412 -1.032 -0.997  0.079
H 0.971 -0.024 -0.780  0.086
H -0.490 -3.325 -1.019  0.021
H -0.465 -2.834 -2.531  0.018
H 1.202 -2.851 -3.810  0.074
H 1.220 -1.131 -3.589  0.094
H 3.724 -1.142 -3.766  0.063
H 2.986 -2.007 -5.081  0.073
H 3.689 -2.923 -3.781  0.063
H 2.641 -3.562 0.265  0.080
H 3.309 -4.112 -1.269  0.080
H 0.816 -5.121 0.088  0.110
H 1.147 -6.805 -1.211  0.014
H 3.367 -0.454 -1.778  0.090
H 2.896 -0.689 -0.138  0.072
H 4.498 -2.512 0.166  0.142
H 4.934 -3.202 -2.021  0.075
C -1.839 -10.339 -1.712  -0.022
C -0.876 -9.326 -1.150  -0.501
O -1.175 -8.160 -1.032  0.060
C 0.483 -9.840 -0.736  -0.023
H -2.774 -9.850 -1.971  0.085
H -1.416 -10.799 -2.607  0.090
H -2.041 -11.117 -0.977  0.061
H 0.993 -10.280 -1.594  0.088
H 0.374 -10.604 0.035  0.084
H 1.085 -9.022 -0.345  0.069
C -1.414 4.881 2.892  -0.009
C -0.402 4.011 2.190  -0.484
O -0.740 3.025 1.570  0.046
C 1.043 4.419 2.294  -0.030
H -2.407 4.464 2.750  0.058
H -1.197 4.918 3.960  0.092
H -1.379 5.890 2.481  0.068
H 1.355 4.433 3.337  0.082
H 1.180 5.416 1.881  0.055
H 1.655 3.705 1.744  0.082
C -4.278 -13.941 1.531  -0.024
C -4.264 -12.621 0.799  -0.501
O -3.895 -12.538 -0.349  0.060
C -4.732 -11.409 1.567  -0.020
H -3.920 -14.727 0.872  0.081
H -3.633 -13.887 2.410  0.085
H -5.292 -14.177 1.856  0.085
H -4.105 -11.259 2.447  0.086
H -5.763 -11.548 1.893  0.085
H -4.673 -10.529 0.931  0.081
C -6.971 6.489 2.674  -0.027
C -5.726 5.633 2.669  -0.505
O -5.340 5.073 3.666  0.071
C -4.989 5.513 1.358  -0.019
H -7.405 6.494 3.671  0.080
H -6.723 7.512 2.386  0.083
H -7.700 6.093 1.966  0.083
H -4.662 6.499 1.021  0.088
H -5.642 5.076 0.602  0.086
H -4.121 4.874 1.489  0.060
C 5.351 5.864 4.521  -0.023
C 4.580 5.958 3.226  -0.495
O 3.381 6.098 3.210  0.066
C 5.381 5.864 1.949  -0.021
H 4.663 5.944 5.359  0.081
H 5.876 4.909 4.576  0.085
H 6.084 6.670 4.579  0.084
H 5.907 4.909 1.906  0.085
H 6.115 6.670 1.907  0.084
H 4.713 5.943 1.095  0.080
C -0.391 9.369 -0.143  -0.018
C -0.052 7.927 0.144  -0.486
O -0.013 7.497 1.274  0.060
C 0.227 7.046 -1.046  -0.013
H -0.573 9.894 0.792  0.081
H 0.435 9.849 -0.670  0.085
H -1.284 9.422 -0.768  0.085
H 1.078 7.434 -1.610  0.090
H -0.653 7.020 -1.693  0.058
H 0.452 6.037 -0.706  0.081
C -1.330 5.751 -4.701  -0.017
C -2.507 6.620 -4.330  -0.500
O -2.578 7.167 -3.255  0.061
C -3.594 6.772 -5.365  -0.024
H -0.622 5.720 -3.877  0.070
H -1.669 4.737 -4.919  0.088
H -0.835 6.152 -5.587  0.088
H -4.017 5.796 -5.608  0.086
H -3.184 7.212 -6.275  0.086
H -4.379 7.417 -4.977  0.081

The SMILES is [H]/N=C/CP(N)(CC)(CCCC)C[C@@H](O)C(F)(F)F.CC(C)=O.CC(C)=O.CC(C)=O.CC(C)=O.CC(C)=O.CC(C)=O.CC(C)=O. The value obtained for the HOMO energy is -8.11 eV. For the HOMO-LUMO gap, the calculation gives 8.62 eV. Its energy is -2611.2055 hartree. As for the total charge: 0.

# C32H66N9O11

9 unconnected molecules or ions with the total composition C32H66N9O11 in a non-equilibrium geometry (ωB97M-V with the def2-TZVPD basis set, the Open Molecules 2025 dataset).

Last column: Löwdin charge in e.
CARTESIAN COORDINATES (ANGSTROEM)
C 2.766 -3.302 1.591  -0.090
O 2.379 -4.549 0.908  -0.206
C 1.156 -5.140 1.475  -0.171
N -0.040 -4.200 1.447  -0.057
C -0.948 -4.191 2.657  0.054
C -2.270 -3.207 2.827  0.068
C -2.602 -2.197 1.578  -0.005
C -3.919 -1.190 1.773  -0.207
O -4.869 -1.215 0.815  -0.020
O -4.030 -0.342 3.001  0.006
C -1.638 -2.212 0.249  0.080
C -0.363 -3.269 0.260  0.101
H 2.533 -2.415 0.828  0.099
H 2.161 -3.070 2.568  0.111
H 3.911 -3.238 1.853  0.113
H 1.390 -5.557 2.568  0.172
H 0.845 -6.096 0.846  0.169
H -0.692 -4.938 3.537  0.147
H -2.922 -3.253 3.819  0.133
H -3.059 -0.128 3.237  0.143
H -1.842 -1.496 -0.670  0.135
H 0.402 -3.364 -0.651  0.159
C 0.171 2.434 0.855  -0.012
C -0.894 1.380 0.731  -0.520
O -0.821 0.306 1.323  -0.012
N -1.967 1.644 -0.069  0.009
C -2.234 2.834 -0.841  -0.063
H 0.960 2.079 1.525  0.064
H 0.615 2.636 -0.124  0.090
H -0.255 3.349 1.277  0.101
H -2.640 0.887 -0.101  0.118
H -3.185 3.251 -0.501  0.088
H -2.324 2.544 -1.890  0.090
H -1.449 3.585 -0.736  0.066
C -6.523 -0.270 -4.353  -0.017
C -5.961 0.918 -3.623  -0.556
O -5.542 1.910 -4.216  0.005
N -5.923 0.875 -2.260  0.009
C -6.362 -0.188 -1.388  -0.075
H -6.486 -0.088 -5.431  0.085
H -5.927 -1.160 -4.133  0.081
H -7.565 -0.428 -4.064  0.087
H -5.532 1.711 -1.842  0.133
H -7.130 0.215 -0.724  0.054
H -5.506 -0.512 -0.792  0.039
H -6.766 -1.040 -1.938  0.087
C -6.837 0.750 2.736  -0.009
C -8.036 1.163 1.927  -0.516
O -8.237 0.735 0.793  0.012
N -8.917 2.040 2.489  0.004
C -8.859 2.650 3.795  -0.080
H -6.230 0.049 2.156  0.044
H -6.225 1.625 2.971  0.092
H -7.159 0.251 3.654  0.095
H -9.697 2.269 1.884  0.146
H -9.765 2.372 4.339  0.086
H -8.840 3.735 3.662  0.085
H -7.983 2.338 4.364  0.076
C 4.381 2.464 2.872  -0.005
C 3.847 3.045 1.592  -0.529
O 2.848 2.593 1.037  -0.013
N 4.506 4.106 1.045  0.008
C 5.686 4.775 1.538  -0.075
H 3.751 1.626 3.184  0.087
H 5.398 2.094 2.719  0.089
H 4.365 3.221 3.661  0.091
H 4.086 4.440 0.185  0.143
H 5.435 5.826 1.704  0.087
H 6.459 4.708 0.770  0.085
H 6.056 4.338 2.467  0.080
C -1.120 6.926 -2.603  -0.011
C 0.113 6.205 -2.135  -0.548
O 0.228 5.786 -0.986  0.007
N 1.126 6.020 -3.030  -0.003
C 1.183 6.433 -4.412  -0.079
H -1.837 6.997 -1.780  0.087
H -0.862 7.939 -2.924  0.088
H -1.589 6.374 -3.422  0.088
H 1.921 5.527 -2.641  0.138
H 1.326 5.541 -5.026  0.084
H 2.046 7.093 -4.532  0.085
H 0.279 6.954 -4.730  0.079
C 4.580 -0.303 0.675  -0.026
C 5.813 -1.024 1.143  -0.554
O 5.928 -1.443 2.292  0.001
N 6.826 -1.209 0.248  0.010
C 6.883 -0.796 -1.134  -0.094
H 3.863 -0.232 1.498  0.078
H 4.838 0.710 0.354  0.079
H 4.111 -0.855 -0.144  0.080
H 7.621 -1.702 0.637  0.146
H 7.026 -1.688 -1.748  0.088
H 7.746 -0.136 -1.254  0.068
H 5.979 -0.275 -1.452  0.077
C 6.980 1.172 -4.821  -0.005
C 8.213 0.450 -4.353  -0.518
O 8.328 0.031 -3.204  -0.005
N 9.226 0.265 -5.248  0.004
C 9.283 0.678 -6.630  -0.078
H 6.263 1.242 -3.997  0.081
H 7.238 2.185 -5.142  0.088
H 6.511 0.619 -5.640  0.088
H 10.021 -0.228 -4.858  0.146
H 9.426 -0.214 -7.244  0.086
H 10.146 1.338 -6.750  0.086
H 8.379 1.199 -6.948  0.077
C -3.013 -7.118 2.657  -0.020
C -1.929 -8.152 2.784  -0.548
O -0.877 -8.076 2.154  0.005
N -2.140 -9.200 3.632  0.005
C -3.297 -9.467 4.452  -0.074
H -2.700 -6.347 1.947  0.066
H -3.930 -7.581 2.282  0.094
H -3.194 -6.644 3.625  0.082
H -1.365 -9.853 3.663  0.148
H -2.970 -9.510 5.494  0.088
H -3.700 -10.440 4.162  0.090
H -4.070 -8.705 4.344  0.078

The value obtained for the HOMO energy is -10.16 eV. For the HOMO-LUMO gap, the calculation gives 5.45 eV. Its energy is -2578.8684 hartree. As for the total charge: +1.

# C32H66NO14

5 unconnected molecules or ions with the total composition C32H66NO14 (ωB97M-V with the def2-TZVPD basis set, the Open Molecules 2025 dataset).

Last column: Löwdin charge in e.
CARTESIAN COORDINATES (ANGSTROEM)
C -0.606 -2.743 -0.033  -0.045
C -0.890 -1.313 -0.509  -0.165
C 0.017 -0.329 0.165  -0.115
C -0.459 0.420 1.223  0.036
N 0.338 1.280 1.870  0.135
C 1.618 1.484 1.550  0.002
C 2.155 0.777 0.508  0.051
C 1.359 -0.135 -0.187  -0.027
C 1.959 -0.855 -1.373  -0.459
O 1.421 -0.839 -2.439  0.171
O 3.164 -1.416 -1.166  0.137
H 0.468 -2.921 0.037  0.077
H -1.020 -3.471 -0.721  0.088
H -1.016 -2.894 0.963  0.084
H -0.764 -1.235 -1.584  0.114
H -1.918 -1.045 -0.271  0.122
H -1.478 0.300 1.556  0.145
H -0.059 1.799 2.645  0.164
H 2.172 2.200 2.134  0.150
H 3.186 0.936 0.228  0.143
H 3.316 -1.566 -0.223  0.117
C -7.851 -0.591 0.747  -0.111
O -6.942 0.364 0.245  -0.205
C -7.540 1.229 -0.709  -0.204
C -6.778 2.528 -0.813  -0.181
O -7.027 3.433 0.250  -0.116
C -6.404 3.176 1.491  -0.184
C -4.939 3.541 1.535  -0.195
O -4.151 2.543 0.897  -0.200
C -2.880 3.003 0.531  -0.124
H -8.223 -1.249 -0.046  0.090
H -7.321 -1.193 1.482  0.085
H -8.706 -0.108 1.234  0.091
H -8.577 1.444 -0.428  0.130
H -7.542 0.740 -1.692  0.131
H -7.129 3.044 -1.708  0.131
H -5.709 2.332 -0.931  0.120
H -6.546 2.138 1.804  0.124
H -6.919 3.821 2.205  0.133
H -4.625 3.632 2.585  0.113
H -4.791 4.509 1.043  0.133
H -2.924 3.861 -0.149  0.098
H -2.384 2.178 0.016  0.073
H -2.294 3.285 1.420  0.080
C -4.443 -2.282 7.391  -0.101
O -3.463 -1.316 7.071  -0.197
C -2.237 -1.893 6.671  -0.208
C -1.428 -0.912 5.857  -0.178
O -1.875 -0.764 4.509  -0.147
C -3.066 -0.005 4.323  -0.176
C -2.879 1.483 4.507  -0.212
O -2.844 1.829 5.870  -0.181
C -2.237 3.079 6.107  -0.098
H -4.132 -2.905 8.236  0.092
H -5.349 -1.746 7.664  0.091
H -4.655 -2.929 6.532  0.090
H -2.415 -2.797 6.076  0.130
H -1.654 -2.174 7.558  0.133
H -0.415 -1.312 5.774  0.126
H -1.375 0.053 6.363  0.123
H -3.874 -0.369 4.958  0.129
H -3.353 -0.179 3.282  0.122
H -3.707 2.016 4.018  0.121
H -1.935 1.789 4.019  0.103
H -1.195 3.084 5.757  0.084
H -2.245 3.247 7.180  0.095
H -2.781 3.892 5.614  0.092
C 0.805 2.838 -3.466  -0.121
O 0.817 2.315 -4.765  -0.180
C 0.173 1.051 -4.856  -0.202
C -0.322 0.788 -6.257  -0.182
O -1.513 1.478 -6.592  -0.124
C -1.397 2.848 -6.942  -0.184
C -0.861 3.087 -8.334  -0.210
O 0.546 2.926 -8.364  -0.198
C 1.033 2.700 -9.668  -0.110
H 1.352 2.190 -2.763  0.071
H 1.294 3.810 -3.496  0.091
H -0.221 2.969 -3.095  0.086
H -0.679 1.016 -4.164  0.125
H 0.884 0.268 -4.576  0.109
H -0.587 -0.271 -6.311  0.130
H 0.470 0.978 -6.984  0.126
H -0.804 3.399 -6.208  0.122
H -2.419 3.230 -6.914  0.128
H -1.118 4.110 -8.641  0.130
H -1.339 2.385 -9.028  0.130
H 0.597 1.793 -10.102  0.089
H 2.111 2.574 -9.595  0.088
H 0.819 3.547 -10.330  0.090
C 10.396 -4.486 2.398  -0.111
O 9.821 -4.013 1.201  -0.198
C 10.027 -4.899 0.114  -0.207
C 8.996 -4.675 -0.965  -0.179
O 7.721 -5.228 -0.669  -0.120
C 6.896 -4.518 0.229  -0.189
C 6.212 -3.319 -0.388  -0.214
O 7.089 -2.215 -0.479  -0.186
C 6.671 -1.266 -1.431  -0.104
H 11.484 -4.586 2.311  0.090
H 10.173 -3.759 3.177  0.087
H 9.975 -5.456 2.686  0.089
H 9.970 -5.939 0.456  0.129
H 11.025 -4.729 -0.312  0.131
H 9.332 -5.208 -1.856  0.130
H 8.922 -3.614 -1.210  0.123
H 7.438 -4.224 1.131  0.125
H 6.115 -5.226 0.513  0.129
H 5.350 -3.045 0.247  0.113
H 5.836 -3.592 -1.382  0.132
H 6.607 -1.704 -2.433  0.098
H 7.407 -0.466 -1.442  0.092
H 5.693 -0.846 -1.166  0.063

The value obtained for the HOMO energy is -10.76 eV. For the HOMO-LUMO gap, the calculation gives 6.05 eV. Its energy is -2366.5383 hartree. As for the total charge: +1.

# C32H67Cl2N7O6P2

3 unconnected molecules or ions with the total composition C32H67Cl2N7O6P2 in a non-equilibrium geometry (ωB97M-V with the def2-TZVPD basis set, the Open Molecules 2025 dataset).

Last column: Löwdin charge in e.
CARTESIAN COORDINATES (ANGSTROEM)
C -4.785 -4.741 -2.593  -0.082
O -4.759 -3.577 -1.797  -0.096
C -3.487 -3.132 -1.351  -0.493
C -2.839 -2.376 -2.522  -0.103
O -3.495 -1.142 -2.778  -0.123
C -2.599 -0.134 -3.189  -0.245
C -1.761 0.431 -2.078  -0.660
Cl -2.585 0.795 -0.609  0.806
C -0.450 0.658 -2.150  -0.723
C 0.377 1.199 -1.025  -0.128
Cl 0.450 0.302 -3.594  0.717
C -2.564 -4.303 -0.958  -0.040
C -1.496 -4.002 0.070  -0.185
C -0.675 -2.883 0.109  -0.026
C 0.280 -2.757 1.098  -0.072
C 0.468 -3.736 2.056  -0.051
C -0.347 -4.858 2.047  -0.283
C -0.174 -5.942 3.079  -0.048
C -1.306 -4.967 1.056  -0.007
O -3.595 -2.304 -0.237  -0.069
C -4.848 -1.642 -0.052  -0.180
C -5.819 -2.455 0.812  -0.181
N -5.965 -1.895 2.165  -0.051
C -5.268 -2.671 3.187  -0.199
C -3.811 -2.281 3.327  -0.417
C -3.159 -3.105 4.473  -0.019
O -3.706 -0.887 3.577  -0.053
H -3.954 -4.820 -3.293  0.087
H -4.804 -5.636 -1.966  0.090
H -5.718 -4.733 -3.152  0.096
H -2.926 -2.970 -3.439  0.134
H -1.773 -2.206 -2.361  0.120
H -3.218 0.676 -3.584  0.136
H -1.988 -0.497 -4.015  0.095
H -0.198 1.891 -0.419  0.054
H 1.220 1.735 -1.458  0.056
H 0.781 0.387 -0.419  0.078
H -2.087 -4.662 -1.875  0.134
H -3.154 -5.119 -0.545  0.117
H -0.776 -2.092 -0.620  0.092
H 0.942 -1.902 1.146  0.088
H 1.237 -3.633 2.810  0.110
H 0.890 -6.111 3.246  0.077
H -0.629 -5.679 4.033  0.074
H -0.573 -6.881 2.700  0.075
H -1.937 -5.849 1.033  0.117
H -5.294 -1.291 -0.978  0.118
H -4.633 -0.749 0.531  0.093
H -6.797 -2.366 0.332  0.116
H -5.555 -3.516 0.795  0.115
H -6.956 -1.888 2.355  0.096
H -5.330 -3.753 3.003  0.118
H -5.769 -2.473 4.139  0.125
H -3.229 -2.510 2.426  0.129
H -3.921 -3.705 4.969  0.069
H -2.374 -3.745 4.074  0.056
H -2.717 -2.395 5.169  0.068
H -2.766 -0.662 3.590  0.038
O 4.206 5.286 -4.942  -0.285
P 4.965 4.136 -5.522  0.710
N 4.583 4.227 -7.198  -0.339
C 3.431 3.642 -7.852  -0.126
C 5.065 5.439 -7.849  -0.123
N 4.243 2.836 -4.637  -0.306
C 3.370 1.831 -5.210  -0.160
C 3.736 3.225 -3.322  -0.150
N 6.446 3.219 -5.776  -0.316
C 7.673 3.939 -5.412  -0.138
C 6.656 2.426 -6.965  -0.134
H 3.655 3.499 -8.914  0.085
H 2.526 4.260 -7.771  0.089
H 3.201 2.652 -7.471  0.041
H 6.040 5.270 -8.326  0.071
H 5.178 6.265 -7.141  0.071
H 4.370 5.774 -8.618  0.081
H 2.439 2.260 -5.605  0.076
H 3.097 1.101 -4.448  0.045
H 3.864 1.252 -5.994  0.071
H 2.739 3.681 -3.372  0.083
H 4.403 3.935 -2.840  0.069
H 3.687 2.340 -2.683  0.076
H 7.952 4.695 -6.159  0.076
H 8.508 3.245 -5.297  0.077
H 7.541 4.451 -4.455  0.077
H 6.923 3.020 -7.849  0.079
H 5.790 1.816 -7.212  0.068
H 7.478 1.735 -6.757  0.089
O -1.186 0.123 4.680  -0.279
P -0.417 1.356 5.053  0.735
N 1.169 0.987 4.494  -0.333
C 2.203 0.270 5.209  -0.121
C 1.223 0.826 3.051  -0.131
N -0.658 1.344 6.760  -0.308
C 0.380 1.071 7.735  -0.144
C -1.905 0.699 7.176  -0.138
N -0.165 3.095 5.031  -0.311
C -0.984 3.813 4.045  -0.131
C 1.158 3.672 5.111  -0.131
H 3.179 0.541 4.795  0.086
H 2.094 -0.822 5.148  0.087
H 2.246 0.548 6.257  0.043
H 1.520 1.767 2.568  0.073
H 0.251 0.533 2.640  0.067
H 1.937 0.059 2.750  0.079
H 0.785 0.054 7.650  0.079
H -0.028 1.180 8.741  0.081
H 1.198 1.793 7.677  0.068
H -1.818 -0.393 7.226  0.081
H -2.716 0.936 6.491  0.074
H -2.191 1.076 8.160  0.081
H -0.606 3.693 3.021  0.075
H -1.018 4.879 4.276  0.078
H -2.012 3.442 4.067  0.080
H 1.719 3.622 4.168  0.080
H 1.761 3.215 5.893  0.069
H 1.039 4.724 5.382  0.090

The SMILES is CO[C@](COC/C(Cl)=C(/C)Cl)(Cc1cccc(C)c1)OCCNC[C@H](C)O.CN(C)P(=O)(N(C)C)N(C)C.CN(C)P(=O)(N(C)C)N(C)C. The value obtained for the HOMO energy is -8.09 eV. For the HOMO-LUMO gap, the calculation gives 8.62 eV. Its energy is -3697.1706 hartree. As for the total charge: 0.

Look up the HOMO-LUMO gap of the first one.
8.62 eV